Entry a
The following is a DFT calculation (ωB97M-V/def2-TZVPD) of a cluster of 2 separate species, CH5NOS in total.

Structure (XYZ):
```
9
CH5NOS, DFT ωB97M-V/def2-TZVPD
C 0.506 0.778 -0.783
N -0.369 0.117 1.632
O 0.756 -1.729 0.195
S -0.121 -0.579 0.293
H 1.459 0.459 -1.193
H -0.213 0.947 -1.577
H 0.607 1.658 -0.160
H -0.492 -0.431 2.467
H -2.134 -1.220 -0.874
```

Properties
orbital gap (spin up / spin down) = 8.88 / 8.15 eV
LUMO energy (spin up / spin down) = -1.275 / -0.820 eV
HOMO level (spin up / spin down) = -10.2 / -9.0 eV

Here are the natural (NBO) charges for atoms 1 to 2, given in e: atom 1 (C): -0.800, atom 2 (N): -1.043

=====

Entry b
The following is a DFT calculation (ωB97M-V/def2-TZVPD) of a cluster of 2 separate species, CH5NOS in total.

Structure (XYZ):
```
9
CH5NOS, DFT ωB97M-V/def2-TZVPD
N 2.559 0.395 -0.468
C 1.259 -0.123 -0.358
O 1.003 -1.236 0.118
H 3.277 -0.134 0.029
H 2.880 0.918 -1.317
H 0.362 0.395 -0.666
S -3.416 0.213 0.466
H -3.491 -0.998 0.878
H -4.433 0.569 1.319
```

Properties
orbital gap = 10.63 eV
LUMO energy = 0.916 eV
HOMO level = -9.7 eV

Here are the natural (NBO) charges for atoms 1 to 2, given in e: atom 1 (N): -0.860, atom 2 (C): 0.506

=====

Entry c
The following is a DFT calculation (ωB97M-V/def2-TZVPD) of a cluster of 2 separate species, CH5NOS in total.

Structure (XYZ):
```
9
CH5NOS, DFT ωB97M-V/def2-TZVPD
N -1.023 -0.972 0.063
S -1.899 0.648 0.125
H -1.422 -1.613 0.752
H -1.095 -1.365 -0.875
H -0.007 -0.796 0.294
C 1.368 1.034 -0.097
O 1.415 -0.034 0.483
H 1.586 1.983 0.411
H 1.077 1.116 -1.154
```

Properties
orbital gap = 8.27 eV
LUMO energy = 0.360 eV
HOMO level = -7.9 eV

Here are the natural (NBO) charges for atoms 1 to 2, given in e: atom 1 (N): -0.840, atom 2 (S): -0.420

=====

Q: What are the energies relative to the best structure? A: entry a 0.1638; entry b 0.0000; entry c 0.0503, in hartree.

=====

Entry a
The following is a DFT calculation (ωB97M-V/def2-TZVPD) of the molecule C11H19NO2.

Structure (XYZ):
```
33
C11H19NO2, DFT ωB97M-V/def2-TZVPD
C 4.355 -1.441 0.960
C 3.429 -0.687 0.245
C 2.537 0.344 0.911
O 1.217 -0.204 1.001
N 0.260 0.813 1.308
C -1.011 0.547 1.094
C -1.918 1.738 1.330
C -1.529 -0.818 0.578
O -0.845 -1.904 1.281
C -3.056 -1.024 0.755
C -3.838 -0.716 -0.503
C -3.434 -1.702 -1.666
C -1.926 -2.072 -1.627
C -1.126 -0.977 -0.909
H 4.937 -2.197 0.433
H 4.543 -1.209 2.004
H 3.348 -0.911 -0.806
H 2.874 0.578 1.946
H 2.581 1.288 0.346
H -2.567 1.601 2.220
H -1.360 2.648 1.494
H -2.542 1.907 0.434
H 0.105 -1.614 1.286
H -3.465 -0.434 1.603
H -3.232 -2.076 1.035
H -3.638 0.305 -0.852
H -4.905 -0.764 -0.243
H -3.679 -1.244 -2.630
H -4.024 -2.634 -1.600
H -1.522 -2.272 -2.628
H -1.810 -3.011 -1.110
H -1.323 -0.023 -1.391
H -0.044 -1.224 -1.021
```

Properties
orbital gap = 10.44 eV
LUMO energy = 0.960 eV
HOMO level = -9.5 eV

Here are the natural (NBO) charges for atoms 1 to 2, given in e: atom 1 (C): -0.364, atom 2 (C): -0.204

=====

Entry b
The following is a DFT calculation (ωB97M-V/def2-TZVPD) of the molecule C11H19NO2.

Structure (XYZ):
```
33
C11H19NO2, DFT ωB97M-V/def2-TZVPD
C 3.848 -0.628 0.641
C 2.790 0.224 0.003
C 3.253 1.067 -1.096
C 1.474 0.290 0.273
C 0.402 0.978 -0.430
O 0.450 1.717 -1.395
C -0.993 0.688 0.271
C -0.798 0.717 1.820
N -1.726 1.832 -0.203
O -2.219 2.521 0.658
C -1.812 -0.528 -0.261
C -1.076 -1.841 -0.288
C -2.970 -0.853 0.635
C -2.201 -0.219 -1.802
H 4.900 -0.188 0.595
H 3.743 -0.883 1.695
H 3.812 -1.626 0.095
H 3.807 0.748 -1.949
H 2.324 1.666 -1.470
H 3.852 1.754 -0.531
H 1.239 -0.241 1.205
H -1.866 0.971 2.114
H -0.296 1.648 1.969
H -0.392 -0.173 2.345
H -0.529 -2.044 -1.167
H -1.798 -2.598 -0.251
H -0.216 -1.868 0.508
H -3.463 0.023 1.185
H -3.735 -1.225 -0.049
H -2.800 -1.458 1.502
H -2.491 0.878 -1.913
H -1.447 -0.404 -2.586
H -3.066 -0.945 -2.121
```

Properties
orbital gap (spin up / spin down) = 8.90 / 8.90 eV
LUMO energy (spin up / spin down) = 0.216 / 0.216 eV
HOMO level (spin up / spin down) = -8.7 / -8.7 eV

Here are the natural (NBO) charges for atoms 1 to 2, given in e: atom 1 (C): -0.669, atom 2 (C): 0.188

=====

Q: What are the energies relative to the best structure? A: entry a 0.0000; entry b 0.0864, in hartree.

=====

Entry a
The following is a DFT calculation (ωB97M-V/def2-TZVPD) of the ion C10H20N3 with charge +1.

Structure (XYZ):
```
33
C10H20N3, DFT ωB97M-V/def2-TZVPD
C -0.293 1.516 1.620
C -0.090 1.475 0.319
C 0.967 2.152 -0.442
C 1.205 1.278 -1.702
C 0.328 -0.065 -1.549
C 1.008 -1.209 -0.773
N 1.229 -0.808 0.643
C 1.080 -1.872 1.532
N -0.064 -1.961 2.150
N -0.506 -3.109 2.647
C -0.844 0.560 -0.698
C -1.526 1.517 -1.711
C -1.812 -0.413 -0.181
H -1.173 0.909 1.814
H 0.299 2.010 2.265
H 1.922 2.340 0.093
H 0.713 3.130 -0.755
H 0.672 1.822 -2.524
H 2.152 1.013 -2.003
H 0.133 -0.462 -2.506
H 0.539 -2.183 -0.850
H 2.012 -1.415 -1.175
H 2.098 -0.274 0.775
H 0.561 0.208 0.827
H 1.881 -2.551 1.350
H 0.236 -3.725 2.959
H -1.212 -2.959 3.348
H -1.030 2.427 -1.730
H -2.453 1.682 -1.162
H -1.713 0.952 -2.560
H -2.695 0.198 0.116
H -1.382 -0.925 0.689
H -2.239 -1.259 -0.827
```

Properties
orbital gap = 10.28 eV
charge = +1
LUMO energy = -2.724 eV
HOMO level = -13.0 eV

Here are the natural (NBO) charges for atoms 1 to 2, given in e: atom 1 (C): -0.340, atom 2 (C): -0.024

=====

Entry b
The following is a DFT calculation (ωB97M-V/def2-TZVPD) of the ion C10H20N3 with charge +1.

Structure (XYZ):
```
33
C10H20N3, DFT ωB97M-V/def2-TZVPD
C -3.905 -1.330 0.920
C -3.757 -0.421 -0.341
C -2.514 0.502 -0.326
C -2.467 1.799 0.085
N -1.151 2.141 0.238
C -0.367 1.040 -0.027
N 1.111 1.036 0.295
C 1.791 2.272 -0.174
C 1.782 -0.201 0.019
C 1.847 -0.488 -1.516
C 3.328 -0.189 0.477
C 1.167 -1.396 0.781
N -1.176 0.032 -0.340
H -2.909 -1.688 1.080
H -4.562 -2.170 0.571
H -4.394 -0.805 1.771
H -4.665 0.222 -0.461
H -3.633 -1.045 -1.220
H -3.239 2.541 0.163
H -0.857 3.149 0.554
H 2.810 1.985 -0.471
H 1.394 2.650 -1.045
H 1.749 2.924 0.722
H 2.335 0.290 -2.129
H 2.198 -1.408 -1.846
H 0.852 -0.325 -1.846
H 3.407 -0.213 1.578
H 4.018 0.683 0.257
H 3.717 -1.053 0.058
H 0.527 -2.018 0.045
H 1.960 -1.947 1.132
H 0.466 -1.371 1.675
H -0.802 -0.875 -0.514
```

Properties
orbital gap = 9.93 eV
charge = +1
LUMO energy = -2.537 eV
HOMO level = -12.5 eV

Here are the natural (NBO) charges for atoms 1 to 2, given in e: atom 1 (C): -0.599, atom 2 (C): -0.423

=====

Q: What are the energies relative to the best structure? A: entry a 0.1015; entry b 0.0000, in hartree.

=====

Entry a
The following is a DFT calculation (ωB97M-V/def2-TZVPD) of a structure of composition C6H6N2.

Structure (XYZ):
```
14
C6H6N2, DFT ωB97M-V/def2-TZVPD
C -2.070 -0.153 0.051
C -0.729 -0.681 -0.033
C 0.339 -0.244 1.000
C 0.426 -0.242 -0.978
C 0.516 1.282 -0.627
C 0.552 1.224 0.673
H -0.728 -1.774 0.163
H 0.493 -0.490 2.028
H 1.270 -1.834 0.017
H 0.306 -0.640 -1.961
H 0.662 2.000 -1.445
H 0.655 2.118 1.212
N -3.153 0.244 -0.049
N 1.462 -0.812 -0.050
```

Properties
orbital gap = 10.74 eV
LUMO energy = 0.797 eV
HOMO level = -9.9 eV

Here are the natural (NBO) charges for atoms 1 to 2, given in e: atom 1 (C): 0.276, atom 2 (C): -0.349

=====

Entry b
The following is a DFT calculation (ωB97M-V/def2-TZVPD) of the molecule C6H6N2.

Structure (XYZ):
```
14
C6H6N2, DFT ωB97M-V/def2-TZVPD
C -2.763 0.449 0.012
C -1.918 -0.639 0.109
C -0.463 -0.384 -0.151
N -0.166 0.897 -0.089
C 1.096 1.305 0.013
C 2.216 0.386 0.111
C 1.774 -0.854 0.100
N 0.432 -1.331 -0.185
H -3.747 0.203 0.107
H -2.540 1.550 0.144
H -2.426 -1.573 0.326
H 1.226 2.377 -0.037
H 3.321 0.517 -0.132
H 2.659 -1.613 0.343
```

Properties
orbital gap = 9.58 eV
LUMO energy = 0.309 eV
HOMO level = -9.3 eV

Here are the natural (NBO) charges for atoms 1 to 2, given in e: atom 1 (C): -0.311, atom 2 (C): -0.248

=====

Q: What are the energies relative to the best structure? A: entry a 0.0371; entry b 0.0000, in hartree.